ORCA calculation (ωB97M-V/def2-TZVPD) on C4H8N2O as an isolated structure.

Geometry as ORCA input:
```
! wB97M-V def2-TZVPD RIJCOSX def2/J DEFGRID3
* xyz 0 1
O 0.15 1.70 0.02
N 0.71 -1.52 -0.40
N 2.27 0.68 0.63
C 1.18 0.77 -0.02
C -0.73 0.69 -0.58
C -1.73 0.18 0.44
C 0.51 -0.13 -0.90
H -1.25 1.13 -1.45
H -0.03 -1.98 0.13
H 2.40 1.48 1.26
H -2.41 0.99 0.74
H -1.22 -0.18 1.34
H 0.86 -2.01 -1.28
H -2.35 -0.62 0.01
H 1.55 -1.54 0.19
*
```

Calculated values
- energy (hartree) = -341.85531
- relative energy (zero: lowest compared OMol25 entry of this formula, charge and spin) (kcal per mole) = 93.1

Here are the Löwdin charges for atoms 1 to 4, given in e: number 1, O, carries 0.0025; number 2, N, carries 0.1607; number 3, N, carries 0.1112; number 4, C, carries -0.5218